(1)
Density functional theory data (ωB97M-V/def2-TZVPD) for C47H46BrClCsN3O9SSi as an isolated structure in a non-equilibrium geometry.

Atoms and positions in Å:
Cs 14.11575 18.88315 13.28798
C 19.32378 19.51489 7.82800
O 18.30680 19.08574 8.68734
C 18.57143 18.14957 9.65940
C 19.84065 17.97320 10.20452
C 20.13769 16.72178 10.70248
Br 21.93694 16.28601 11.02691
C 19.19551 15.70926 10.92537
C 17.87739 15.93870 10.45778
C 17.52462 17.18893 9.85211
O 16.36616 17.39903 9.37788
C 16.89062 14.93857 10.72377
N 17.17272 13.75350 11.34583
C 15.95403 13.05443 11.29005
C 15.71712 11.75860 11.71985
C 14.46888 11.21022 11.41190
C 13.49551 11.96771 10.72743
C 13.68682 13.33002 10.44123
C 14.97123 13.84223 10.70144
N 15.57044 15.06442 10.38712
H 20.24530 19.82208 8.28762
H 18.95580 20.35788 7.25293
H 19.61460 18.75181 7.06977
H 20.60821 18.73853 10.09863
H 19.42872 14.78500 11.50923
H 15.14918 18.49297 9.57096
H 16.54132 11.10856 12.01844
H 14.19809 10.17980 11.70755
H 12.55925 11.42675 10.54991
H 12.81531 13.93926 10.22782
H 15.32401 15.86601 9.82959
Cl 9.54777 19.18896 18.85958
C 11.03969 19.85889 18.31953
C 12.24505 19.55761 18.98627
C 13.42698 19.37495 18.28165
C 13.55653 19.63970 16.87384
O 14.55633 19.42452 16.18452
C 12.40174 20.43219 16.31175
C 12.39162 21.05124 15.02018
O 13.38253 21.38144 14.29049
C 11.19515 20.51275 17.07924
H 12.22098 19.35158 20.04983
H 14.34906 18.89296 18.73002
H 11.31910 21.28699 14.65636
H 10.27042 21.10821 16.77283
C 7.71633 23.92333 12.38770
C 9.22141 23.89157 11.98236
C 9.71183 23.06115 10.97719
C 11.02695 23.12946 10.62128
C 11.87279 24.03263 11.26620
C 11.37527 24.92934 12.27334
C 10.07190 24.72192 12.63687
S 13.26924 24.47638 10.22980
O 13.90144 25.47281 11.05269
O 12.86421 24.76887 8.86602
N 14.06447 23.04763 10.10127
C 14.18101 22.26498 8.86403
C 14.92392 20.90443 9.07073
C 14.38914 20.15823 10.27751
O 13.84403 20.70180 11.22902
O 14.58149 18.84927 10.26925
H 7.19285 23.20795 11.71495
H 7.10740 24.81746 12.25755
H 7.57358 23.66812 13.46800
H 8.98787 22.35977 10.50138
H 11.48530 22.42877 9.98001
H 12.06458 25.57243 12.79566
H 9.57222 25.28868 13.44075
H 14.21505 22.51381 10.94474
H 14.67515 22.90677 8.13850
H 13.18080 22.05893 8.45989
H 15.98896 21.10759 9.30640
H 14.87453 20.33062 8.16960
C 9.01589 17.73304 14.58925
C 9.01523 17.09116 13.11717
C 7.87032 16.05270 12.84667
C 8.87382 18.21498 12.07116
Si 10.78080 16.21562 12.93910
O 11.95881 17.09483 13.44552
C 10.63445 14.59029 13.92074
C 11.38083 14.50700 15.18205
C 11.14334 13.42255 16.00908
C 10.15616 12.47375 15.66309
C 9.56952 12.48026 14.41774
C 9.86446 13.53012 13.54761
C 10.83433 15.86196 11.05483
C 11.78973 16.56533 10.33288
C 11.92858 16.50381 8.93466
C 11.18237 15.57768 8.25606
C 10.34028 14.72440 8.94521
C 10.06828 14.98039 10.32869
H 8.00686 18.13612 14.82903
H 9.80681 18.48053 14.68380
H 9.30123 16.86623 15.25438
H 6.90376 16.62648 12.85848
H 7.87127 15.23669 13.60001
H 7.97468 15.61386 11.85146
H 7.81731 18.50105 12.01368
H 9.10266 17.90263 11.09958
H 9.51176 19.07387 12.36842
H 12.11107 15.22532 15.35699
H 11.69230 13.42002 17.05326
H 9.93055 11.63812 16.34310
H 8.85113 11.71902 14.06471
H 9.60437 13.44742 12.43046
H 12.55278 17.10894 10.90702
H 12.66626 17.08909 8.43368
H 11.16127 15.59511 7.16674
H 9.87823 13.84128 8.49379
H 9.30008 14.36080 10.83433

* E_HOMO: -2.66 eV
* LUMO level: 0.127 Ha
* total charge: -2
* frontier orbital gap: 6.11 eV

These are the Löwdin partial charges, in e, on atoms 1 to 4:
1. Cs 1.3189
2. C -0.1044
3. O -0.0934
4. C -0.1942

(2)
Density functional theory data (ωB97M-V/def2-TZVPD) for C47H46N7O2PtTe as an isolated structure in a non-equilibrium geometry.

Atoms and positions in Å:
Pt -0.23764 0.25247 0.48275
C -1.82242 -2.40046 -2.33447
C -2.61825 -1.64398 -3.20836
C -2.65836 -0.28951 -3.05650
C -1.95605 0.34188 -1.99081
N -1.25318 -0.43392 -1.10882
C -1.15785 -1.74865 -1.32409
N -2.05067 1.66034 -1.91050
C -1.46278 2.43612 -1.01887
N -0.47023 2.10925 -0.13056
C -0.20897 3.18057 0.68886
N 0.57944 3.22154 1.75034
C 1.19273 2.19869 2.31826
C 2.05069 2.49876 3.41509
C 2.73378 1.51053 4.05455
C 2.59539 0.18509 3.60614
C 1.74001 -0.06277 2.56405
N 1.03373 0.88807 1.93653
C -0.99078 4.29246 0.23864
C -1.13380 5.59120 0.71918
C -2.08711 6.39373 0.12898
C -2.88565 5.92661 -0.92256
C -2.74668 4.64660 -1.41986
C -1.78849 3.82350 -0.83650
H -1.73514 -3.47013 -2.44835
H -3.18596 -2.13129 -3.98862
H -3.23245 0.34815 -3.71059
H -0.52423 -2.31049 -0.64027
H 2.11933 3.53329 3.71267
H 3.35290 1.73034 4.91002
H 3.11313 -0.62413 4.09282
H 1.58121 -1.08147 2.21321
H -0.53142 5.93474 1.54689
H -2.24527 7.39832 0.49627
H -3.64221 6.58321 -1.33011
H -3.38438 4.27441 -2.20802
C -0.65413 -9.64243 4.46733
C -0.71224 -8.24854 3.91856
C -0.25090 -7.95934 2.64354
C -0.29199 -6.67088 2.12996
C 0.26130 -6.40899 0.75905
C -0.83361 -5.64415 2.90339
Te -0.83195 -3.58125 2.02775
N -0.76777 -1.34621 1.60741
C -1.67821 -0.56097 2.22652
O -2.80165 -0.27603 1.82887
C -1.18632 -0.05010 3.56925
C -1.49538 1.24674 3.95769
C -1.06780 1.71355 5.18824
C -0.32867 0.89835 6.03109
C 0.00318 -0.38567 5.63407
C -0.41881 -0.85157 4.40401
C -2.93548 -3.37026 2.28451
C -3.44664 -2.58436 3.30188
C -4.80891 -2.36850 3.40976
C -5.66522 -2.92414 2.47810
C -5.15437 -3.71429 1.46451
C -3.79189 -3.95933 1.35795
C -3.26699 -4.86994 0.29209
C -1.25453 -5.90687 4.20492
C -1.74729 -4.81797 5.11024
C -1.20424 -7.20767 4.69018
H -0.26523 -10.33669 3.72645
H -1.64710 -9.97270 4.76885
H -0.01255 -9.68022 5.34732
H 0.16149 -8.75436 2.03767
H 0.61623 -7.33204 0.30706
H 1.09796 -5.71114 0.81302
H -0.49464 -5.97378 0.10600
H -2.06316 1.88157 3.29499
H -1.30643 2.72289 5.48875
H 0.00995 1.26858 6.98819
H 0.61016 -1.02085 6.26452
H -0.14874 -1.85139 4.07897
H -2.78507 -2.11480 4.01597
H -5.19476 -1.75673 4.21185
H -6.72895 -2.74421 2.53992
H -5.82879 -4.14432 0.73695
H -4.06151 -5.18558 -0.38030
H -2.83393 -5.75717 0.75826
H -2.49218 -4.36822 -0.29039
H -1.33106 -3.85555 4.80866
H -1.45789 -5.01726 6.14121
H -2.83518 -4.74849 5.07118
H -1.54243 -7.40756 5.69815
O 1.78010 -0.05671 -1.31968
C 2.97750 0.12971 -1.34166
C 3.83361 0.36384 -0.12547
C 3.81562 1.90303 0.01609
C 4.24003 2.69569 -1.23461
C 3.22168 2.71665 -2.39184
C 3.31169 1.47582 -3.30322
N 3.68807 0.31234 -2.51202
H 4.85560 0.01166 -0.27742
H 3.41671 -0.10220 0.76485
H 4.47806 2.17634 0.84199
H 2.80177 2.20560 0.28476
H 5.20561 2.32707 -1.59315
H 4.39586 3.72910 -0.91453
H 3.38279 3.60663 -3.00363
H 2.21540 2.79077 -1.97509
H 4.07629 1.61166 -4.07293
H 2.35683 1.28666 -3.79559
H 4.68651 0.30961 -2.33731

* E_HOMO (alpha / beta): -6.89 / -6.92 eV
* LUMO level (alpha / beta): -0.049 / -0.049 Ha
* 2S+1: 2
* frontier orbital gap (alpha / beta): 5.56 / 5.59 eV

These are the Löwdin partial charges, in e, on atoms 1 to 4:
1. Pt 1.2435
2. C -0.0498
3. C -0.0548
4. C 0.0026

(3)
Density functional theory data (ωB97M-V/def2-TZVPD) for C47H47AgAs2BrN4O10P as an isolated structure in a non-equilibrium geometry.

Atoms and positions in Å:
Ag -0.02371 0.47903 0.08003
O 1.46909 -3.24845 -1.35740
C 0.39352 -4.05896 -1.55135
C 0.60485 -5.40770 -1.84063
C -0.45128 -6.28768 -1.97028
C -1.74245 -5.81973 -1.80490
C -1.95538 -4.47292 -1.57893
C -0.91159 -3.56340 -1.45021
C -1.24749 -2.06350 -1.33039
O -0.27970 -1.21586 -1.41209
N -2.06363 -1.95412 -0.03030
N -2.07472 -0.86487 0.67195
C -3.02581 -0.63343 1.52096
C -3.04353 0.48502 2.39341
Br -1.32574 1.42649 2.51155
C -4.02387 1.01568 3.16285
C -5.40952 0.67921 3.40742
C -6.10484 1.56698 4.24673
C -7.42171 1.35655 4.59466
C -8.09305 0.24151 4.12073
C -7.43187 -0.64454 3.28658
C -6.11328 -0.43012 2.92493
H 2.26366 -3.68662 -1.69162
H 1.62362 -5.76457 -1.95719
H -0.26347 -7.32900 -2.19151
H -2.57685 -6.50203 -1.86235
H -2.97480 -4.11440 -1.52099
H -2.05900 -1.89730 -2.10205
H -2.88800 -2.55673 0.01059
H -3.85524 -1.33987 1.59905
H -3.71965 1.89705 3.71329
H -5.58631 2.43381 4.63174
H -7.92561 2.05261 5.25039
H -9.12202 0.06372 4.39884
H -7.95257 -1.51969 2.92439
H -5.63523 -1.13821 2.26780
N 1.83997 2.28923 -1.95258
P 0.12837 2.10102 -2.07912
C -0.22357 3.40825 -3.35123
C 0.67421 4.31004 -3.90944
C 0.24389 5.27200 -4.80940
C -1.09263 5.35964 -5.15196
C -1.99844 4.45873 -4.61307
C -1.56099 3.48312 -3.73800
C -0.56907 3.16483 -0.74627
C 0.11000 4.17725 -0.08245
C -0.56620 4.99780 0.80190
C -1.92740 4.83829 1.00062
C -2.61297 3.83247 0.33977
C -1.93520 2.98692 -0.51775
C 2.64015 1.18720 -1.72401
C 3.82926 1.00929 -2.44701
C 4.59318 -0.11191 -2.21222
C 4.13825 -1.04949 -1.29112
C 2.96743 -0.77743 -0.60916
N 2.26091 0.33003 -0.78067
H 2.22047 2.88174 -2.68511
H 1.72749 4.29870 -3.66351
H 0.96248 5.96168 -5.23266
H -1.42942 6.13103 -5.82820
H -3.04605 4.51890 -4.87330
H -2.26129 2.75879 -3.34548
H 1.16499 4.32234 -0.26493
H -0.03607 5.77526 1.33038
H -2.45841 5.49739 1.66864
H -3.67213 3.69927 0.50448
H -2.45845 2.18070 -1.02415
H 4.11873 1.73062 -3.19620
H 5.52043 -0.26973 -2.74402
H 4.67545 -1.97324 -1.12218
H 2.56010 -1.49751 0.09416
C -1.84962 -3.08784 3.36621
O -0.59742 -2.51348 3.02440
C 0.40409 -3.38056 2.79853
O 0.26495 -4.57675 2.75451
C 1.68169 -2.65978 2.66553
C 2.79852 -3.34760 2.89835
As 4.65261 -2.76044 2.90894
C 4.87459 -2.70060 4.86689
C 4.41960 -0.83474 2.62768
C 3.28834 -0.20018 2.31730
As 1.41535 -0.76506 2.36679
C 1.25612 -0.35198 4.29222
C 3.23650 1.21846 1.94846
O 2.21150 1.86171 2.04944
O 4.34891 1.69733 1.39069
C 4.25558 3.03693 0.92307
C 5.66348 -0.11006 2.99598
O 5.67645 0.64450 3.93519
O 6.83056 -0.41301 2.39903
C 6.89653 -1.14983 1.19433
C 2.79288 -4.73454 3.44125
O 2.61478 -4.91566 4.61940
O 3.18370 -5.74555 2.65831
C 3.34511 -5.55665 1.26695
H -2.47012 -2.27572 3.74145
H -1.69664 -3.84755 4.13676
H -2.30501 -3.55511 2.49012
H 4.79513 -3.71187 5.26600
H 4.10642 -2.07747 5.32315
H 5.85648 -2.29107 5.10698
H 1.99638 -0.92130 4.85562
H 0.25936 -0.60464 4.65180
H 1.42464 0.71496 4.43272
H 5.19887 3.24841 0.42475
H 4.09337 3.71847 1.76141
H 3.41407 3.12200 0.22957
H 7.61931 -0.64163 0.55331
H 5.92445 -1.18987 0.69271
H 7.26152 -2.16504 1.39955
H 2.95722 -6.45310 0.78223
H 4.41315 -5.45199 1.03620
H 2.79492 -4.67947 0.91552

* E_HOMO: -7.11 eV
* LUMO level: -0.010 Ha
* frontier orbital gap: 6.83 eV

These are the Löwdin partial charges, in e, on atoms 1 to 4:
1. Ag 0.5658
2. O 0.0289
3. C -0.2508
4. C -0.0331

(4)
Density functional theory data (ωB97M-V/def2-TZVPD) for C47H47As2O4P2SScSi as an isolated structure.

Atoms and positions in Å:
Sc 0.25154 -0.20021 -0.40239
C -0.08490 2.04232 3.10546
Si -0.93348 1.43536 1.49840
C -2.53466 0.54109 2.05841
C -3.69733 1.25471 2.38666
C -4.83130 0.62813 2.87185
C -4.84169 -0.74948 3.05838
C -3.71859 -1.48063 2.72878
C -2.58345 -0.84904 2.21869
P -1.11697 -1.85397 1.79585
C -0.77195 -2.52449 3.47074
C -0.29669 -1.61309 4.41227
C -0.05096 -1.99407 5.72051
C -0.27545 -3.30699 6.11423
C -0.76232 -4.21927 5.19311
C -1.01418 -3.83284 3.88273
C -1.67201 -3.30718 0.85828
C -0.78280 -4.38876 0.82571
C -1.09875 -5.58341 0.21434
C -2.33910 -5.71989 -0.40277
C -3.20303 -4.64751 -0.46008
C -2.85887 -3.42254 0.12136
C -1.50328 3.11103 0.75241
C -2.04181 4.13257 1.55211
C -2.43333 5.34935 1.02566
C -2.29368 5.59533 -0.33827
C -1.74299 4.62189 -1.14644
C -1.34618 3.39651 -0.60522
P -0.50813 2.17745 -1.67645
C 0.86999 3.20245 -2.30217
C 0.87614 3.89291 -3.51120
C 1.95037 4.70527 -3.84980
C 3.01864 4.85258 -2.97718
C 3.01521 4.17753 -1.76418
C 1.95395 3.35030 -1.43700
C -1.66095 1.94909 -3.05965
C -1.22449 1.52993 -4.31274
C -2.13467 1.26505 -5.32125
C -3.49627 1.38707 -5.08107
C -3.94171 1.77295 -3.82657
C -3.02899 2.05621 -2.82072
H -0.80543 2.47920 3.80432
H 0.44187 1.25616 3.64946
H 0.65094 2.81469 2.86391
H -3.72351 2.32978 2.24969
H -5.71174 1.21373 3.10860
H -5.72231 -1.24781 3.44346
H -3.71937 -2.55836 2.84950
H -0.13998 -0.58089 4.12119
H 0.31138 -1.26092 6.43047
H -0.08302 -3.61072 7.13545
H -0.95934 -5.24195 5.49060
H -1.41671 -4.55564 3.18975
H 0.18662 -4.27963 1.30025
H -0.38946 -6.40054 0.21503
H -2.61246 -6.65557 -0.87488
H -4.14053 -4.70424 -0.99705
H -3.21693 -1.57363 -0.16635
H -2.15441 3.97335 2.61980
H -2.84532 6.11175 1.67582
H -2.60176 6.54397 -0.75960
H -1.61301 4.81348 -2.20564
H 0.03892 3.80007 -4.19059
H 1.94492 5.23321 -4.79514
H 3.85016 5.49459 -3.23867
H 3.84293 4.29413 -1.07482
H 1.95561 2.81884 -0.48831
H -0.16942 1.37766 -4.50237
H -1.77851 0.93932 -6.29024
H -4.20734 1.16924 -5.86788
H -5.00165 1.85215 -3.62159
H -3.39063 2.35320 -1.84407
O -0.48583 -0.98957 -3.08828
S -0.98537 -1.84151 -1.98013
O -3.72111 -2.40225 -0.09947
O 0.31688 -2.11695 -1.11661
O -1.65860 -0.80120 -0.97698
C 4.20119 1.27073 1.35961
As 2.83908 -0.09995 1.06735
C 2.75188 -0.83746 2.86033
C 3.71058 -1.55397 0.10074
C 4.39952 -2.54871 0.78742
C 4.89061 -3.65954 0.11818
C 4.68464 -3.78462 -1.24523
C 4.00493 -2.79419 -1.93868
C 3.52036 -1.66730 -1.28325
As 2.57001 -0.26490 -2.26611
C 4.08554 0.93157 -2.59916
C 2.39961 -1.02495 -4.03692
H 5.10149 0.79377 1.74678
H 3.82742 1.97834 2.09819
H 4.44822 1.80962 0.44768
H 3.74596 -1.00015 3.27480
H 2.19682 -1.77304 2.83315
H 2.21348 -0.12923 3.48537
H 4.54341 -2.47846 1.85807
H 5.42206 -4.42965 0.66267
H 5.04747 -4.65773 -1.77286
H 3.84111 -2.91816 -3.00066
H 4.94706 0.35525 -2.93420
H 4.34494 1.48465 -1.69803
H 3.80661 1.65866 -3.36247
H 3.38013 -1.28920 -4.43095
H 1.94297 -0.26914 -4.67317
H 1.73559 -1.88309 -3.99810

* E_HOMO: -6.82 eV
* LUMO level: 0.011 Ha
* frontier orbital gap: 7.12 eV

These are the Löwdin partial charges, in e, on atoms 1 to 4:
1. Sc 0.3549
2. C -0.2298
3. Si 0.5964
4. C -0.2808